Computed, not measured: a cluster of 9 separate species, C66H143N9O10 in total at a distorted geometry, with the ωB97M-V functional and the def2-TZVPD basis.

The electronic energy is -104640.4752 eV. The spin multiplicity is 1. As for the SMILES: CC1(C)CCCC(C)(C)N1O.CC1(C)CCCC(C)(C)N1O.CC1(C)CCCC(C)(C)N1O.CC1(C)CCCC(C)(C)N1O.CC1(C)CCCC(C)(C)N1O.CC1(C)CCCC(C)(C)N1O.CC1(C)CCCC(C)(C)N1O.NC(N)=O.OCCO.

Each line ends with the Mulliken charge.
Positions of all 228 atoms, in Å:
1 C -3.843 3.354 2.823  -0.27
2 C -4.175 4.677 3.551  2.23
3 C -5.290 4.421 4.574  -2.22
4 C -2.955 5.168 4.324  -1.25
5 C -2.010 6.023 3.497  -0.21
6 C -2.740 7.181 2.845  -1.32
7 C -3.858 6.677 1.941  1.90
8 C -4.674 7.889 1.503  -2.18
9 C -3.303 6.061 0.642  -1.68
10 N -4.690 5.760 2.700  0.25
11 O -5.829 5.355 1.978  -0.55
12 H -4.370 3.297 1.863  -0.61
13 H -2.788 3.370 2.532  -0.19
14 H -4.071 2.450 3.379  0.43
15 H -6.204 4.063 4.096  0.28
16 H -4.962 3.772 5.387  0.44
17 H -5.614 5.365 5.022  0.54
18 H -3.236 5.604 5.286  0.40
19 H -2.331 4.326 4.656  0.33
20 H -1.232 6.475 4.121  0.41
21 H -1.491 5.428 2.741  0.01
22 H -2.046 7.807 2.279  0.46
23 H -3.199 7.838 3.590  0.38
24 H -4.010 8.642 1.078  0.41
25 H -5.125 8.402 2.365  0.48
26 H -5.548 7.655 0.897  0.34
27 H -2.558 5.270 0.781  0.00
28 H -2.880 6.814 -0.022  0.63
29 H -4.132 5.591 0.101  0.40
30 H -5.525 4.637 1.401  -0.03
31 C 2.914 -6.170 6.932  -2.16
32 C 2.442 -6.605 5.536  1.93
33 C 3.620 -7.246 4.815  -1.69
34 C 1.269 -7.526 5.757  -1.36
35 C 0.416 -7.847 4.538  -0.78
36 C -0.011 -6.557 3.833  -1.37
37 C 1.155 -5.586 3.607  2.53
38 C 1.945 -6.094 2.389  -1.79
39 C 0.533 -4.222 3.276  -2.10
40 N 1.891 -5.424 4.858  0.13
41 O 2.886 -4.419 4.779  -0.35
42 H 2.970 -7.040 7.588  0.46
43 H 3.876 -5.664 6.880  0.38
44 H 2.176 -5.505 7.390  0.47
45 H 3.309 -7.960 4.049  0.39
46 H 4.333 -6.518 4.432  0.25
47 H 4.222 -7.911 5.450  0.44
48 H 1.557 -8.475 6.224  0.44
49 H 0.593 -7.079 6.497  0.41
50 H 1.001 -8.434 3.824  0.32
51 H -0.459 -8.430 4.823  0.44
52 H -0.938 -6.127 4.219  0.42
53 H -0.322 -6.847 2.820  0.32
54 H 2.253 -7.132 2.443  0.39
55 H 2.835 -5.469 2.249  0.08
56 H 1.357 -5.932 1.483  0.45
57 H 0.044 -4.152 2.306  0.21
58 H 1.285 -3.429 3.260  0.09
59 H -0.148 -3.996 4.100  0.64
60 H 2.588 -3.735 5.386  0.28
61 C -5.738 3.230 -0.894  -1.56
62 C -6.580 1.944 -0.779  1.24
63 C -7.951 2.250 -1.401  -1.76
64 C -5.806 0.880 -1.543  0.35
65 C -6.234 -0.540 -1.179  -1.22
66 C -6.000 -0.722 0.299  -0.31
67 C -6.782 0.266 1.191  1.43
68 C -8.261 -0.145 1.210  -1.89
69 C -6.181 0.195 2.578  -1.52
70 N -6.594 1.605 0.633  1.44
71 O -7.307 2.605 1.361  -0.64
72 H -5.603 3.476 -1.953  0.35
73 H -6.264 4.082 -0.457  0.69
74 H -4.761 3.115 -0.423  0.03
75 H -7.813 2.300 -2.483  0.40
76 H -8.658 1.441 -1.211  0.32
77 H -8.344 3.192 -1.030  0.38
78 H -5.954 1.040 -2.610  -0.08
79 H -4.735 1.000 -1.342  -0.50
80 H -7.304 -0.652 -1.376  0.54
81 H -5.683 -1.244 -1.805  0.42
82 H -4.937 -0.594 0.510  -0.77
83 H -6.305 -1.717 0.636  0.62
84 H -8.471 -0.952 1.912  0.49
85 H -8.676 -0.296 0.216  0.28
86 H -8.843 0.690 1.622  0.32
87 H -6.240 -0.790 3.039  0.51
88 H -6.690 0.868 3.282  0.47
89 H -5.153 0.568 2.586  -0.16
90 H -6.648 2.824 2.029  0.23
91 C 2.584 -0.195 0.350  -0.21
92 C 1.251 0.196 1.002  1.45
93 C 1.349 -0.047 2.511  -1.50
94 C 0.966 1.653 0.664  0.33
95 C -0.512 2.013 0.799  -1.49
96 C -1.427 1.035 0.072  1.31
97 C -1.158 -0.438 0.358  2.13
98 C -1.865 -0.826 1.668  -1.37
99 C -1.760 -1.247 -0.799  -0.87
100 N 0.268 -0.653 0.332  0.63
101 O 0.619 -2.011 0.443  0.61
102 H 3.006 -1.100 0.789  -0.02
103 H 2.493 -0.288 -0.734  0.31
104 H 3.346 0.578 0.460  -1.04
105 H 1.374 -1.115 2.726  -0.21
106 H 2.251 0.453 2.879  0.49
107 H 0.528 0.386 3.088  0.33
108 H 1.502 2.268 1.393  0.93
109 H 1.319 1.907 -0.336  -1.00
110 H -0.772 2.079 1.861  0.25
111 H -0.664 3.030 0.423  0.40
112 H -1.522 1.295 -0.988  -1.15
113 H -2.450 1.263 0.411  -0.41
114 H -1.729 -1.884 1.904  0.26
115 H -2.933 -0.640 1.599  -0.21
116 H -1.438 -0.260 2.498  0.36
117 H -2.717 -0.838 -1.139  -0.45
118 H -1.945 -2.290 -0.531  0.49
119 H -1.078 -1.253 -1.653  -0.23
120 H 1.099 -2.171 -0.376  -0.62
121 C 0.256 2.423 -5.244  -2.16
122 C -1.088 2.205 -4.560  2.44
123 C -1.014 0.858 -3.828  -1.72
124 C -1.254 3.299 -3.496  -1.04
125 C -2.700 3.558 -3.094  1.81
126 C -3.471 3.815 -4.370  -1.87
127 C -3.501 2.598 -5.307  1.90
128 C -4.386 1.462 -4.833  -1.59
129 C -4.112 3.115 -6.615  -2.19
130 N -2.125 2.235 -5.590  0.19
131 O -1.958 1.270 -6.589  -0.46
132 H 0.345 1.777 -6.126  0.39
133 H 0.347 3.413 -5.697  0.49
134 H 1.111 2.144 -4.626  0.22
135 H -0.759 -0.001 -4.455  0.87
136 H -0.360 0.837 -2.952  0.02
137 H -1.987 0.611 -3.384  -0.06
138 H -0.656 2.964 -2.639  -0.34
139 H -0.727 4.221 -3.766  0.63
140 H -3.069 2.672 -2.562  -1.27
141 H -2.755 4.392 -2.391  0.30
142 H -2.924 4.576 -4.933  0.45
143 H -4.514 4.104 -4.237  0.42
144 H -4.450 0.629 -5.547  0.55
145 H -5.429 1.753 -4.695  0.38
146 H -4.049 0.927 -3.941  0.19
147 H -4.161 2.281 -7.324  0.45
148 H -3.511 3.872 -7.114  0.42
149 H -5.148 3.438 -6.493  0.38
150 H -2.192 0.420 -6.182  0.38
151 C 1.167 -5.330 -5.563  -1.72
152 C 1.486 -4.057 -4.767  1.75
153 C 2.234 -3.140 -5.739  -2.01
154 C 0.205 -3.340 -4.354  -0.96
155 C -0.501 -4.083 -3.227  -1.03
156 C 0.448 -4.085 -2.050  -0.71
157 C 1.765 -4.807 -2.308  2.65
158 C 2.751 -4.418 -1.214  -2.44
159 C 1.549 -6.334 -2.284  -1.73
160 N 2.315 -4.275 -3.578  0.08
161 O 3.483 -4.988 -3.955  -0.46
162 H 1.010 -6.274 -5.027  0.31
163 H 0.285 -5.215 -6.198  0.34
164 H 1.982 -5.618 -6.236  0.44
165 H 2.326 -2.131 -5.328  0.32
166 H 3.201 -3.540 -6.029  0.46
167 H 1.618 -3.012 -6.635  0.41
168 H 0.456 -2.321 -4.046  -0.01
169 H -0.446 -3.278 -5.231  0.66
170 H -1.488 -3.648 -3.072  0.31
171 H -0.649 -5.114 -3.565  0.51
172 H -0.068 -4.527 -1.188  0.58
173 H 0.701 -3.077 -1.729  -0.17
174 H 3.661 -5.024 -1.249  0.70
175 H 2.414 -4.494 -0.179  -0.03
176 H 3.111 -3.414 -1.450  0.55
177 H 1.154 -6.616 -1.308  0.35
178 H 2.477 -6.865 -2.493  0.52
179 H 0.796 -6.652 -3.007  0.38
180 H 3.234 -5.922 -3.997  0.38
181 C 5.861 0.488 2.323  -0.76
182 C 6.337 1.700 1.509  1.97
183 C 5.200 2.709 1.381  -1.64
184 C 7.456 2.474 2.231  -1.54
185 C 8.774 1.740 2.265  -0.65
186 C 9.205 1.395 0.847  -1.34
187 C 8.132 0.758 -0.041  1.46
188 C 8.529 1.063 -1.478  -1.99
189 C 8.240 -0.779 0.159  -1.59
190 N 6.845 1.346 0.203  0.41
191 O 5.857 0.796 -0.646  -0.29
192 H 5.112 -0.019 1.709  -0.59
193 H 6.644 -0.232 2.554  0.35
194 H 5.382 0.825 3.245  0.51
195 H 5.485 3.442 0.605  0.39
196 H 4.221 2.365 1.053  -0.14
197 H 5.139 3.356 2.258  0.44
198 H 7.577 3.424 1.701  0.44
199 H 7.094 2.685 3.240  0.46
200 H 9.553 2.385 2.676  0.42
201 H 8.648 0.865 2.907  0.34
202 H 10.112 0.779 0.867  0.37
203 H 9.645 2.277 0.359  0.47
204 H 9.498 0.650 -1.786  0.40
205 H 8.594 2.139 -1.649  0.47
206 H 7.876 0.586 -2.216  0.35
207 H 7.507 -1.293 -0.460  0.27
208 H 8.056 -1.010 1.211  0.33
209 H 9.253 -1.103 -0.064  0.52
210 H 5.428 1.547 -1.077  0.43
211 N 4.654 -2.964 2.303  -0.06
212 C 5.030 -3.575 1.130  0.42
213 N 5.245 -2.714 0.082  0.27
214 O 5.220 -4.779 1.078  -0.68
215 H 4.428 -1.998 2.447  0.04
216 H 4.423 -3.625 3.026  0.12
217 H 5.351 -1.743 0.323  -0.28
218 H 5.508 -3.035 -0.830  0.32
219 O 3.839 2.560 -1.820  -0.45
220 C 2.667 3.165 -2.352  0.34
221 C 2.975 4.057 -3.530  -0.61
222 O 3.561 5.277 -3.131  -0.57
223 H 4.345 3.241 -1.359  0.13
224 H 1.918 2.410 -2.601  -0.41
225 H 2.195 3.732 -1.535  0.26
226 H 2.046 4.249 -4.080  0.34
227 H 3.626 3.479 -4.191  0.30
228 H 2.912 5.978 -3.208  0.33